C27H46BrCrNOP2S as an isolated structure. Source: OMol25; level of theory: ωB97M-V/def2-TZVPD.

Last column: Mulliken charge in e.
CARTESIAN COORDINATES (ANGSTROEM)
N -4.837572 -0.814686 3.051531  -0.5084
C -3.747335 -0.234002 3.557536  -0.5192
C -2.803824 0.418513 2.737958  -0.4405
C -3.134209 0.609859 1.373079  0.4501
C -4.241259 -0.102860 0.857782  -0.2360
C -5.088483 -0.772118 1.744027  -0.6790
C -2.352091 1.422701 0.500727  0.5253
Cr 0.106942 0.479493 -1.031210  -0.1965
P 2.264354 0.716119 -1.715331  0.3104
C -2.331935 1.289196 -0.864223  -0.8921
C -1.771244 2.298528 -1.738155  0.1387
C -1.902521 2.180922 -3.143653  -0.5838
C -1.071048 2.908291 -3.978706  -0.3875
C -0.092429 3.676154 -3.351100  -0.4482
C -0.103916 4.043084 -2.009872  -0.1810
C -0.942226 3.309412 -1.179699  -0.1770
Br 1.472976 4.281287 -4.463487  -0.0567
H -1.479508 1.927003 0.980567  0.0439
H -2.799046 0.415249 -1.328858  0.3940
H -1.878440 0.833901 3.183693  0.4580
H -4.477892 -0.050438 -0.213953  0.5027
H -3.621104 -0.254056 4.648169  0.3863
H -5.983102 -1.228504 1.349065  0.4092
H -2.669646 1.500082 -3.548462  0.5427
H -0.978626 3.510388 -0.111197  0.7204
H -1.199591 2.936351 -5.073677  0.4231
H 0.460373 4.901823 -1.649111  0.5273
P -0.371258 -2.165299 -0.644186  1.3698
C 2.672814 2.236523 -0.808823  0.0101
C 3.441707 3.214742 -1.683499  -1.0744
H 3.229001 1.946850 0.099657  0.4544
H 1.727974 2.695389 -0.450762  0.2559
H 3.760518 4.081172 -1.086299  0.4519
H 4.328902 2.750887 -2.135330  0.3061
H 2.799899 3.586228 -2.497034  -0.0188
C 1.756701 0.941210 -3.430860  1.1229
C 2.929467 0.971880 -4.395685  -1.5707
H 1.214308 1.889609 -3.481318  -1.0956
H 1.004022 0.175592 -3.695018  0.1557
H 2.573029 1.229936 -5.401976  0.4373
H 3.663917 1.727534 -4.090781  0.3103
H 3.413970 -0.009806 -4.428922  0.3968
C 3.432275 -0.610650 -1.462393  0.3708
C 4.849876 -0.111499 -1.676082  -1.4204
H 3.155165 -1.441568 -2.130047  0.5398
H 3.270208 -0.980844 -0.437008  0.0604
H 5.558101 -0.941287 -1.573750  0.4655
H 4.971523 0.324313 -2.675447  0.3134
H 5.106827 0.658510 -0.934728  0.3213
C 0.598697 -3.455752 0.261410  -0.9735
C 2.097516 -3.468865 0.012352  -1.1629
H 0.153180 -4.428682 -0.000911  0.6480
H 0.405434 -3.300325 1.335503  0.2569
H 2.527665 -4.419645 0.361640  0.4216
H 2.357076 -3.352820 -1.046219  0.2821
H 2.599386 -2.673425 0.579600  0.1838
C -0.222861 -2.629351 -2.423964  -0.7959
C -1.160115 -1.831413 -3.335195  -0.9526
H -0.413432 -3.712927 -2.490197  0.5725
H 0.831547 -2.449070 -2.697776  0.2767
H -0.982874 -2.112707 -4.384766  0.4203
H -2.217902 -2.022694 -3.098767  0.3405
H -0.989943 -0.741795 -3.251527  0.0241
C -2.096936 -2.718043 -0.253389  -0.4502
C -2.349560 -3.080653 1.209718  -1.2350
H -2.342641 -3.564373 -0.913073  0.6071
H -2.758016 -1.882405 -0.537855  0.0813
H -3.417089 -3.303689 1.360577  0.3962
H -1.777454 -3.962645 1.535313  0.3694
H -2.103147 -2.239689 1.867075  0.0589
C 2.229726 0.923172 3.455893  -1.2856
S 1.714860 -0.297572 2.237905  0.7018
C 0.868517 -1.444751 3.365395  -0.8975
O 0.590041 0.413206 1.494844  -0.6624
H 2.863869 0.400518 4.186379  0.4867
H 1.343737 1.342420 3.958074  0.3695
H 2.801452 1.704604 2.942374  0.3157
H -0.169117 -1.580806 3.048260  -0.0044
H 1.418219 -2.391883 3.345180  0.4376
H 0.903519 -1.025556 4.379795  0.4806

Forces on the atoms, in the same order (eV/Å):
N -0.4 0.1 0.4
C 0.4 0.1 -0.8
C -0.5 0.5 0.1
C -0.5 -1.9 0.9
C -0.2 0.6 0.3
C 1.2 0.5 -0.3
C 2.5 -0.8 -0.7
Cr -2.1 -0.5 2.2
P -1.4 -0.7 0.7
C -0.7 -0.2 0.9
C 1.5 -0.1 -0.4
C -0.3 -0.3 0.4
C 0.0 0.3 -0.1
C 1.2 1.4 -1.4
C -0.3 -0.2 -0.3
C -0.2 -0.2 -0.4
Br -1.8 0.1 0.5
H -1.3 0.4 -0.2
H -0.5 0.6 0.0
H -0.7 -0.1 -0.4
H -0.1 0.1 0.6
H 0.0 -0.2 -0.5
H -0.2 -0.3 0.3
H 0.5 0.4 0.2
H 0.0 0.1 -0.3
H 0.3 -0.3 0.7
H 0.2 -0.5 -0.1
P -0.1 0.0 -0.4
C 0.3 0.2 0.0
C 0.2 0.6 0.0
H -0.1 0.0 -0.3
H 0.4 -0.3 -0.2
H 0.0 -0.2 -0.2
H -0.2 0.2 0.2
H 0.4 -0.2 0.4
C 0.4 0.4 -0.4
C 0.0 0.0 -0.6
H 0.2 -0.2 0.2
H 0.5 0.0 0.1
H 0.2 -0.1 0.2
H -0.2 -0.2 -0.2
H 0.0 0.2 -0.1
C 0.3 -0.2 0.1
C 0.7 -0.2 0.0
H 0.1 0.3 0.1
H 0.1 0.2 -0.3
H 0.0 0.3 0.0
H 0.1 -0.2 0.3
H 0.0 -0.2 -0.2
C -0.2 0.2 0.1
C 0.5 -0.1 0.1
H 0.0 0.3 0.0
H 0.0 -0.1 -0.4
H -0.1 0.3 -0.2
H -0.1 -0.1 0.2
H -0.1 -0.2 -0.2
C 0.3 -0.3 0.3
C 0.0 -0.1 -0.1
H 0.1 0.3 -0.2
H -0.3 -0.2 -0.1
H -0.2 0.2 0.3
H 0.3 0.1 -0.1
H 0.0 -0.2 0.0
C -0.1 0.4 -0.2
C -0.1 -0.1 0.2
H 0.2 0.2 0.1
H 0.1 -0.3 0.1
H 0.4 0.1 -0.1
H -0.2 0.3 -0.2
H 0.0 -0.1 0.0
C 0.2 -0.2 0.2
S -0.8 0.6 0.3
C 0.5 0.0 0.4
O 0.0 0.1 -0.8
H -0.1 0.3 -0.2
H 0.3 -0.2 -0.3
H -0.2 -0.2 0.1
H 0.3 0.1 -0.1
H -0.2 0.1 0.1
H -0.1 -0.2 -0.3

## Properties
E_LUMO (spin up / spin down): -6.727 / -6.518 eV
Spin multiplicity: 5
Relative energy (zero: lowest compared OMol25 entry of this formula, charge and spin): 0.0 kJ/mol
Charge: +2

C27H46BrGeN3O4Si3Tl as an isolated structure. Source: OMol25; level of theory: ωB97M-V/def2-TZVPD.

Last column: Mulliken charge in e.
CARTESIAN COORDINATES (ANGSTROEM)
Tl -1.551222 0.611254 -0.793613  0.5841
O 4.147688 1.158076 -1.184227  -0.6735
C 3.723845 1.704236 -2.370563  0.6888
C 4.689645 2.324136 -3.148839  -0.7081
C 4.333325 2.918954 -4.345871  -0.4065
C 3.014390 2.891418 -4.786215  -0.9016
C 2.052068 2.279414 -4.005397  -0.5192
C 2.395608 1.677549 -2.796546  -0.0903
C 1.306273 1.065654 -1.939771  0.5249
O 0.052518 1.372548 -2.286438  -0.9221
N 1.546092 -0.449812 -1.957465  0.3891
N 0.748142 -1.203367 -1.308958  0.1159
C 0.877374 -2.515053 -1.426805  -0.6205
C 0.035416 -3.398164 -0.737019  0.2880
Br -1.505313 -2.661898 0.112767  -0.0220
C 0.198574 -4.762642 -0.683021  -0.9164
C 1.363391 -5.506486 -1.076539  0.5942
C 1.180817 -6.822884 -1.542062  -0.4858
C 2.265005 -7.577895 -1.933985  -0.6176
C 3.551738 -7.052934 -1.830449  -0.3749
C 3.753570 -5.771870 -1.322406  -0.7362
C 2.672885 -5.000691 -0.948768  -0.2531
H 3.427642 0.726754 -0.716689  0.2316
H 5.710956 2.343867 -2.789806  0.4643
H 5.090007 3.418906 -4.936439  0.4214
H 2.742751 3.342668 -5.730772  0.4442
H 1.012594 2.259335 -4.306393  0.4319
H 1.534153 1.328430 -0.879721  0.0084
H 2.126230 -0.849731 -2.702810  0.4187
H 1.621720 -2.957706 -2.088000  0.7265
H -0.627206 -5.350823 -0.295114  0.4540
H 0.179424 -7.229968 -1.616069  0.4099
H 2.118111 -8.582379 -2.307725  0.4110
H 4.403357 -7.652164 -2.125198  0.4127
H 4.758128 -5.389385 -1.200873  0.4140
H 2.837296 -4.033199 -0.491918  0.5824
C -3.998035 2.465010 1.805944  -0.8478
Si -2.875421 1.457532 2.890069  0.3969
C -2.776565 2.156814 4.614406  -1.0651
C -3.318948 -0.354830 2.887028  -0.6802
Ge -0.561497 1.590166 2.082705  -0.2091
Si 1.161394 0.085108 2.955245  0.3753
C 0.544185 -1.664100 3.145387  -0.6297
C 1.533828 0.903650 4.586741  -1.1346
C 2.591317 0.136437 1.760601  -0.3073
Si 0.027939 3.742389 1.028702  0.4927
C -0.095527 4.723545 2.617317  -1.1295
C -1.301392 4.117212 -0.217318  -0.8725
C 1.725611 3.848290 0.279287  -0.8159
H -5.035676 2.247136 2.079633  0.4167
H -3.892032 2.240215 0.743397  0.1650
H -3.837562 3.534273 1.961079  0.3587
H -3.774933 2.164151 5.061455  0.3929
H -2.410312 3.185692 4.610482  0.3241
H -2.126545 1.563284 5.261177  0.3320
H -4.289739 -0.501925 3.369907  0.4724
H -2.584748 -0.948819 3.434532  0.2397
H -3.388883 -0.747242 1.868112  -0.0810
H -0.521316 -1.713984 3.371190  0.1532
H 1.081755 -2.156567 3.960962  0.4005
H 0.722765 -2.240460 2.234333  0.0462
H 0.656943 0.892139 5.238589  0.3327
H 1.848668 1.941730 4.455825  0.3541
H 2.339287 0.373653 5.102053  0.4209
H 2.282039 -0.299580 0.806553  -0.5519
H 3.431092 -0.451078 2.144124  0.6290
H 2.948159 1.155307 1.595171  0.2904
H -1.086325 4.635597 3.070895  0.2731
H 0.090906 5.784713 2.428040  0.4267
H 0.645850 4.385508 3.346820  0.3484
H -2.303415 3.912849 0.163812  0.1683
H -1.140357 3.540021 -1.132821  0.2293
H -1.259296 5.175848 -0.492388  0.5049
H 2.470245 3.233473 0.787923  0.3304
H 2.064454 4.887214 0.338752  0.5464
H 1.707204 3.576102 -0.778084  0.0808
N -6.088125 -1.933640 -2.411491  -0.6072
C -6.046504 -0.530415 -2.016385  -0.2913
C -4.606967 -0.116350 -1.783641  0.6025
O -4.265668 0.914606 -1.249692  -0.6624
O -3.709435 -0.988691 -2.238766  -0.5361
H -6.805667 -2.117149 -3.099186  0.2328
H -6.269686 -2.536818 -1.619536  0.2033
H -4.246797 -1.740079 -2.600297  0.4519
H -6.622876 -0.282173 -1.125490  0.3204
H -6.420384 0.100088 -2.823435  0.3409

Forces on the atoms, in the same order (eV/Å):
Tl 0.4 0.5 0.3
O 0.0 -0.1 -0.1
C 0.0 0.0 0.0
C 0.1 0.1 0.0
C 0.0 0.0 0.0
C 0.0 0.0 0.0
C 0.0 -0.1 0.0
C -0.2 0.0 0.0
C 0.2 0.7 0.4
O -0.3 -0.6 0.0
N -0.2 -0.1 -0.6
N 0.0 -0.1 0.2
C 0.0 -0.4 0.0
C -0.3 0.4 0.2
Br 0.2 -0.3 0.0
C 0.2 -0.3 -0.1
C -0.1 0.1 0.1
C 0.0 -0.1 0.0
C 0.0 0.0 0.0
C 0.0 0.0 0.0
C 0.0 0.0 0.0
C 0.0 0.0 -0.1
H 0.0 0.1 0.1
H 0.0 0.0 0.0
H 0.0 0.0 0.0
H 0.0 0.0 0.0
H 0.0 0.0 0.0
H -0.1 -0.2 0.0
H 0.2 0.1 0.1
H 0.0 0.1 0.0
H -0.1 0.1 -0.1
H 0.0 0.0 0.0
H 0.0 0.0 0.0
H 0.0 0.0 0.0
H 0.0 0.0 0.0
H 0.0 0.0 0.0
C -0.1 0.0 0.0
Si 0.3 0.0 0.0
C 0.0 0.0 0.1
C -0.1 -0.1 0.0
Ge -0.1 0.0 -0.4
Si -0.2 0.1 -0.2
C 0.0 -0.1 0.0
C -0.1 0.1 0.0
C 0.2 0.0 0.0
Si -0.1 -0.3 0.2
C -0.1 0.0 0.0
C -0.1 0.1 0.0
C 0.1 0.0 0.0
H 0.0 0.0 0.0
H 0.0 0.0 0.1
H 0.0 0.0 0.0
H 0.0 0.0 0.0
H 0.0 0.0 0.0
H 0.0 0.0 0.0
H 0.0 0.0 0.0
H -0.1 0.0 0.0
H 0.0 0.0 0.0
H 0.1 0.0 0.0
H 0.0 0.0 0.0
H 0.0 0.0 0.0
H 0.1 0.0 0.0
H 0.0 0.0 0.0
H 0.0 0.0 0.0
H 0.0 0.0 0.0
H 0.0 0.0 0.0
H 0.0 0.0 0.0
H 0.0 0.1 0.0
H 0.0 0.0 0.0
H 0.0 0.1 0.0
H 0.0 0.0 0.0
H 0.0 0.1 0.0
H 0.0 0.0 0.0
H 0.0 0.1 0.0
H 0.0 0.0 0.0
H 0.0 0.0 0.0
N 0.0 0.0 0.0
C 0.0 0.0 0.0
C 0.0 -0.1 -0.1
O 0.2 0.0 0.0
O 0.0 0.2 0.1
H 0.0 0.0 -0.1
H 0.0 0.0 0.0
H -0.1 -0.1 0.0
H 0.0 0.0 0.0
H 0.0 0.0 0.0

## Properties
E_LUMO (spin up / spin down): -6.822 / -8.227 eV
Spin multiplicity: 2
Charge: +2